(1)
105
Properties=species:S:1:pos:R:3:lowdin_charge:R:1 method="wB97M-V/def2-TZVPD" total_energy_ha=-2738.220094 molar_mass_da=642.95 max_force_ha_per_bohr=0.03043 charge=-1 gap_ev=8.41 spin_multiplicity=1
C 4.903 2.904 1.593 -0.12
C 4.740 3.433 0.173 -0.26
C 3.657 2.628 -0.580 -0.22
C 4.066 2.314 -2.009 -0.21
C 3.150 1.241 -2.587 -0.24
C 3.409 -0.134 -1.947 -0.25
S 1.859 -0.933 -1.575 0.49
O 2.179 -2.207 -1.001 -0.33
O 1.200 -1.018 -2.857 -0.34
N 1.174 0.094 -0.554 -0.32
S -0.368 -0.203 -0.234 0.48
O -0.776 -1.547 -0.546 -0.34
O -0.682 0.094 1.137 -0.33
C -1.301 0.833 -1.352 -0.17
C -1.298 2.366 -1.119 -0.43
C -0.372 2.884 -0.053 -0.06
O -2.635 2.814 -0.856 -0.05
H 5.373 1.925 1.542 0.07
H 3.949 2.791 2.088 0.07
H 5.557 3.533 2.186 0.06
H 5.685 3.330 -0.344 0.09
H 4.429 4.471 0.247 0.10
H 3.513 1.708 -0.029 0.09
H 2.712 3.159 -0.545 0.10
H 5.078 1.920 -2.036 0.11
H 4.008 3.225 -2.600 0.11
H 3.255 1.120 -3.659 0.10
H 2.109 1.486 -2.418 0.08
H 3.853 -0.807 -2.665 0.09
H 4.054 -0.106 -1.078 0.09
H -2.302 0.435 -1.400 0.08
H -0.850 0.645 -2.320 0.09
H -0.982 2.817 -2.060 0.12
H -0.400 3.968 -0.091 0.08
H -0.771 2.613 0.915 0.08
H 0.629 2.487 -0.140 0.05
H -3.070 2.869 -1.722 0.09
C 1.412 -4.481 1.081 -0.06
C 2.312 -4.342 2.300 -0.42
C 3.513 -5.295 2.308 -0.21
O 3.209 -6.640 2.645 -0.20
C 2.710 -7.422 1.578 -0.12
N 1.477 -4.474 3.498 0.04
H 0.770 -5.363 1.138 0.07
H 0.760 -3.613 1.003 0.07
H 1.990 -4.533 0.159 0.07
H 2.715 -3.325 2.287 0.14
H 4.211 -4.957 3.081 0.12
H 4.052 -5.255 1.353 0.12
H 3.165 -7.139 0.624 0.09
H 1.624 -7.342 1.502 0.07
H 2.958 -8.463 1.789 0.08
H 2.035 -4.270 4.324 0.08
H 1.229 -5.453 3.614 0.07
C 1.246 4.807 -7.298 -0.08
C 1.337 3.323 -6.955 -0.43
C 0.449 2.905 -5.774 -0.20
O 0.950 3.266 -4.506 -0.20
C 0.688 4.594 -4.100 -0.10
N 2.742 2.972 -6.734 0.04
H 1.799 5.425 -6.591 0.06
H 1.671 4.991 -8.285 0.07
H 0.208 5.146 -7.312 0.08
H 0.985 2.766 -7.828 0.13
H 0.398 1.813 -5.762 0.13
H -0.580 3.270 -5.898 0.12
H -0.285 4.942 -4.460 0.09
H 1.473 5.276 -4.438 0.07
H 0.682 4.608 -3.010 0.08
H 2.815 1.966 -6.606 0.07
H 3.014 3.352 -5.831 0.07
C -4.580 -1.256 -0.104 -0.05
C -5.143 -0.008 0.563 -0.42
C -6.080 -0.303 1.742 -0.20
O -7.381 -0.739 1.378 -0.19
C -7.486 -2.115 1.072 -0.11
N -5.792 0.826 -0.457 0.04
H -5.310 -1.752 -0.746 0.07
H -3.732 -0.988 -0.728 0.06
H -4.228 -1.977 0.635 0.09
H -4.295 0.553 0.965 0.14
H -6.233 0.628 2.294 0.12
H -5.622 -1.016 2.440 0.11
H -6.813 -2.718 1.689 0.09
H -7.281 -2.303 0.015 0.07
H -8.513 -2.421 1.274 0.08
H -6.073 1.707 -0.035 0.07
H -6.670 0.378 -0.704 0.06
C -3.106 -1.721 4.915 -0.07
C -2.392 -0.687 5.779 -0.43
C -1.252 0.041 5.052 -0.22
O -0.070 -0.710 4.908 -0.19
C -0.074 -1.620 3.807 -0.09
N -1.931 -1.334 7.013 0.03
H -2.520 -2.632 4.798 0.07
H -4.054 -2.004 5.375 0.07
H -3.320 -1.324 3.921 0.07
H -3.130 0.073 6.054 0.13
H -0.972 0.912 5.656 0.12
H -1.585 0.422 4.078 0.12
H -0.634 -1.219 2.957 0.06
H -0.477 -2.588 4.103 0.06
H 0.955 -1.776 3.494 0.08
H -1.544 -0.625 7.630 0.06
H -1.130 -1.910 6.767 0.07

***

(2)
15
Properties=species:S:1:pos:R:3:lowdin_charge:R:1 method="wB97M-V/def2-TZVPD" total_energy_ha=-287.741067 molar_mass_da=87.12 max_force_ha_per_bohr=0.02048 charge=0 smiles="C=CN.C=CO" gap_ev=9.53 spin_multiplicity=1
C -1.866 -0.112 -2.154 -0.03
C -1.833 -0.050 -0.824 -0.32
N -1.338 1.013 -0.082 0.04
H -1.489 0.741 -2.700 0.05
H -2.326 -0.981 -2.595 0.04
H -2.298 -0.837 -0.247 0.11
H -0.948 1.744 -0.653 0.09
H -1.055 0.847 0.864 0.07
C 2.528 0.105 0.258 0.00
C 1.926 -0.386 1.330 -0.28
O 0.613 -0.721 1.444 -0.02
H 3.556 0.418 0.342 0.05
H 2.093 0.160 -0.728 0.05
H 2.479 -0.711 2.197 0.11
H 0.173 -0.513 0.605 0.05

***

(3)
16
Properties=species:S:1:pos:R:3:lowdin_charge:R:1 method="wB97M-V/def2-TZVPD" total_energy_ha=-342.085475 molar_mass_da=94.11 max_force_ha_per_bohr=0.10245 charge=0 smiles="N/C=C/N.O.O" gap_ev=7.67 spin_multiplicity=1
N -0.294 -1.038 2.383 0.04
C -0.126 -0.427 1.153 -0.24
C 0.391 0.865 1.064 -0.22
N 1.620 1.308 0.342 0.00
H 0.176 -0.687 3.218 0.09
H -1.053 -1.704 2.535 0.09
H -0.496 -1.108 0.326 0.12
H -0.119 1.652 1.482 0.06
H 2.239 0.447 0.232 0.11
H 2.036 2.056 0.797 0.03
O -0.993 -1.922 -3.037 -0.11
H -0.223 -2.408 -3.465 0.07
H -0.779 -1.083 -2.588 0.00
O -0.690 1.146 -1.822 -0.03
H -0.173 1.393 -1.091 -0.05
H -1.514 1.510 -1.529 0.04

***

(4)
45
Properties=species:S:1:pos:R:3:lowdin_charge:R:1 method="wB97M-V/def2-TZVPD" total_energy_ha=-1146.528033 molar_mass_da=270.23 max_force_ha_per_bohr=0.03405 charge=0 gap_ev=9.89 spin_multiplicity=1
O 1.673 1.300 -3.590 -0.02
H 2.533 1.419 -3.975 0.06
H 1.024 1.496 -4.274 0.06
O -1.556 1.141 -2.392 -0.05
H -0.745 0.819 -1.992 0.01
H -1.981 0.498 -2.961 0.05
O -2.803 -0.649 2.842 -0.13
H -1.940 -0.324 3.193 -0.01
H -2.877 -0.046 2.049 -0.02
O 2.326 -2.395 -1.231 -0.07
H 2.869 -2.468 -2.019 0.04
H 1.463 -2.131 -1.574 0.00
O -0.427 -4.327 -0.322 -0.07
H -0.060 -3.648 0.262 0.02
H -0.391 -5.006 0.370 0.05
O -1.869 -3.295 2.566 -0.08
H -1.022 -2.866 2.747 0.03
H -2.419 -2.631 3.028 0.02
O -1.363 3.913 1.827 -0.04
H -1.525 3.075 2.275 0.01
H -2.262 4.264 1.869 0.05
O 1.350 2.427 -0.482 -0.08
H 0.582 1.907 -0.706 -0.01
H 1.346 3.208 -1.084 0.01
O 0.165 4.455 -1.307 -0.04
H -0.691 4.397 -0.880 0.05
H 0.083 4.413 -2.263 0.06
O 0.943 -1.280 -3.251 -0.04
H 0.969 -1.971 -3.887 0.04
H 1.055 -0.387 -3.598 -0.01
O 2.626 -0.291 2.696 -0.04
H 2.504 0.594 2.356 0.04
H 2.261 -1.031 2.214 0.03
O -1.233 -1.826 -0.455 -0.07
H -1.545 -1.993 0.446 0.02
H -1.464 -2.605 -0.969 0.03
O -2.587 0.909 0.902 -0.02
H -3.222 1.597 0.709 0.08
H -2.012 0.874 0.119 0.06
O 4.223 -1.259 0.300 -0.06
H 3.452 -0.750 0.496 -0.02
H 3.908 -2.142 0.094 0.01
O -0.716 0.745 3.484 -0.02
H -0.859 1.233 2.670 0.03
H 0.211 0.635 3.700 0.06